Version w
# C3H8N4S

A single C3H8N4S molecule (the ωB97M-V functional and the def2-TZVPD basis, the Open Molecules 2025 dataset).

Properties
E_LUMO ... 0.026 Eh
SMILES ... NN1CCN/C1=N/S
Charge ... 0
Kohn-Sham gap ... 8.6439 eV

Cartesian coordinates (Å):
N 1.285 0.839 -1.283
N 0.608 -0.079 -0.397
C -0.355 -0.888 -1.021
C -1.506 -1.045 -0.042
N -1.334 0.123 0.737
C -0.119 0.551 0.602
N 0.396 1.352 1.486
S 2.065 1.568 1.474
H 2.229 0.871 -0.885
H 0.737 1.675 -1.297
H -0.087 -1.833 -1.368
H -0.881 -0.444 -1.898
H -1.369 -2.057 0.476
H -2.585 -0.998 -0.521
H -1.680 0.053 1.637
H 2.597 0.311 2.300

***

Version x
# C3H8N4S

A single C3H8N4S molecule (the ωB97M-V functional and the def2-TZVPD basis, the Open Molecules 2025 dataset).

Properties
E_LUMO ... 0.025 Eh
SMILES ... CN(N)/C=N\C=N/S
Charge ... 0
Kohn-Sham gap ... 9.2006 eV

Cartesian coordinates (Å):
C 1.858 -0.010 -1.355
N 0.825 -0.056 -0.319
N 0.836 1.040 0.518
C -0.071 -1.042 -0.271
N -1.049 -1.265 0.516
C -1.442 -0.437 1.533
N -2.193 0.551 1.538
S -2.717 1.230 0.058
H 2.878 0.089 -0.958
H 1.772 -0.941 -1.926
H 1.839 0.932 -1.910
H 0.011 1.615 0.432
H 0.995 0.695 1.456
H 0.122 -1.807 -1.050
H -1.212 -0.847 2.530
H -2.453 0.253 -0.792

***

Version y
# C3H8N4S

A single C3H8N4S molecule (the ωB97M-V functional and the def2-TZVPD basis, the Open Molecules 2025 dataset).

Properties
E_LUMO ... 0.009 Eh
SMILES ... [H]/N=C(/NN)S/N=C/C
Charge ... 0
Kohn-Sham gap ... 8.6821 eV

Cartesian coordinates (Å):
H -1.640 0.165 0.660
N -1.291 -0.325 1.673
C 0.023 -0.042 1.703
N 0.958 -0.216 2.741
N 2.272 -0.160 2.617
S 1.005 0.376 0.209
N -0.386 0.214 -0.644
C -0.369 -0.044 -1.992
C -1.486 0.122 -2.945
H 0.606 -0.799 3.481
H 2.630 0.863 2.670
H 2.652 -0.737 1.727
H 0.685 -0.134 -2.559
H -2.387 -0.130 -2.383
H -1.699 1.380 -3.076
H -1.574 -0.533 -3.883

***

Energies in kcal/mol, measured from the most stable structure: version w 19.6; version x 0.0; version y 52.6.

***

Version w
# C2ClN5

A 2-piece molecular cluster, C2ClN5 overall (the ωB97M-V functional and the def2-TZVPD basis, the Open Molecules 2025 dataset).

Properties
E_LUMO ... 0.002 Eh
Charge ... 0
Kohn-Sham gap ... 10.4752 eV

Cartesian coordinates (Å):
C 1.385 1.452 0.184
C -2.220 -0.380 -0.438
N 1.317 2.591 0.276
N -1.295 -0.408 -1.110
N 1.759 0.209 0.285
N 1.278 -2.042 0.374
N 1.517 -0.962 0.191
Cl -3.741 -0.460 0.237

***

Version x
# C2ClN5

A 2-piece molecular cluster, C2ClN5 overall (the ωB97M-V functional and the def2-TZVPD basis, the Open Molecules 2025 dataset).

Properties
E_LUMO ... 0.013 Eh
Charge ... 0
Kohn-Sham gap ... 10.9013 eV

Cartesian coordinates (Å):
C -0.692 1.372 0.028
C 1.897 -0.522 0.125
N -0.311 2.372 0.344
N 1.079 -1.364 0.215
N -1.450 0.370 -0.395
N -2.015 -1.877 -0.138
N -1.660 -0.836 -0.226
Cl 3.151 0.486 0.047

***

Energies in kcal/mol, measured from the most stable structure: version w 5.2; version x 0.0.

***

Version w
# C10H11NOS

A single C10H11NOS molecule (the ωB97M-V functional and the def2-TZVPD basis, the Open Molecules 2025 dataset).

Properties
E_LUMO (alpha / beta) ... -0.010 / -0.010 Eh
Charge ... 0
Kohn-Sham gap (alpha / beta) ... 8.3205 / 8.3199 eV

Cartesian coordinates (Å):
C 0.271 -1.940 -2.197
C 0.482 -0.539 -2.117
C 0.640 1.530 -0.793
C -0.548 -2.522 -1.252
C -0.020 0.206 -1.040
C -0.820 -0.507 -0.160
C -1.279 0.095 1.065
C 0.911 2.153 0.590
C 1.894 1.227 -0.039
C -1.017 -0.765 2.273
N -1.062 -1.826 -0.235
O -2.946 1.861 2.253
S -2.329 1.376 0.989
H 0.554 -2.568 -3.034
H 1.351 -0.154 -2.666
H 0.885 2.082 -1.671
H -0.670 -3.649 -1.317
H 1.234 3.192 0.541
H 0.420 1.794 1.501
H 1.967 0.206 0.082
H 2.747 1.749 -0.334
H 0.081 -0.533 2.461
H -1.015 -1.828 2.053
H -1.732 -0.641 3.045

***

Version x
# C10H11NOS

A single C10H11NOS molecule (the ωB97M-V functional and the def2-TZVPD basis, the Open Molecules 2025 dataset).

Properties
E_LUMO ... 0.016 Eh
SMILES ... Cc1ccccc1OCCSC#N
Charge ... 0
Kohn-Sham gap ... 9.1277 eV

Cartesian coordinates (Å):
C -2.023 -1.172 -1.464
C -0.847 -0.277 -1.718
C -0.585 0.265 -2.957
C 0.531 1.064 -3.205
C 1.396 1.364 -2.149
C 1.158 0.863 -0.886
C 0.054 0.007 -0.687
O -0.265 -0.551 0.553
C 0.564 -0.269 1.622
C -0.052 -1.014 2.808
S 0.947 -0.857 4.337
C 0.787 0.809 4.561
N 0.704 1.963 4.768
H -1.682 -2.136 -1.117
H -2.643 -0.751 -0.698
H -2.624 -1.345 -2.341
H -1.249 0.016 -3.755
H 0.702 1.429 -4.182
H 2.232 1.978 -2.293
H 1.838 1.087 -0.036
H 0.592 0.904 1.795
H 1.611 -0.656 1.435
H -1.053 -0.648 2.981
H -0.093 -2.074 2.629

***

Energies in kcal/mol, measured from the most stable structure: version w 55.8; version x 0.0.

***

Version w
# C3H6FN

A single C3H6FN molecule (the ωB97M-V functional and the def2-TZVPD basis, the Open Molecules 2025 dataset).

Properties
E_LUMO ... 0.033 Eh
SMILES ... C=C(F)CN
Charge ... 0
Kohn-Sham gap ... 10.4425 eV

Cartesian coordinates (Å):
C -1.113 1.071 -0.042
C -0.828 -0.195 0.005
F -2.027 -0.930 -0.035
C 0.570 -1.028 -0.030
N 1.588 -0.014 -0.155
H -2.080 1.572 -0.271
H -0.224 1.865 0.498
H 0.256 -1.676 -0.814
H 0.949 -1.712 0.829
H 1.684 0.324 0.879
H 1.224 0.724 -0.863

***

Version x
# C3H6FN

A single C3H6FN molecule (the ωB97M-V functional and the def2-TZVPD basis, the Open Molecules 2025 dataset).

Properties
E_LUMO ... 0.041 Eh
SMILES ... N[C@@H]1C[C@@H]1F
Charge ... 0
Kohn-Sham gap ... 10.2495 eV

Cartesian coordinates (Å):
N 1.547 -0.498 0.045
C 0.691 0.483 -0.341
C -0.338 1.123 0.465
C -0.710 0.086 -0.477
F -1.024 -1.043 0.178
H 0.855 -1.481 -0.169
H 1.721 -0.234 1.008
H 0.818 1.106 -1.166
H -0.487 0.911 1.510
H -0.868 1.988 0.159
H -1.511 0.427 -1.136

***

Energies in kcal/mol, measured from the most stable structure: version w 0.0; version x 7.3.